[1]
The following is a quantum chemistry calculation of a structure of composition C43H46F3N6NaSb, from the Open Molecules 2025 dataset.

Its charge is +1. For the HOMO-LUMO gap, the calculation gives 7.8 eV. The HOMO energy comes out at -10.42 eV. The calculation puts the strongest force on any atom at 0.01045 Eh/bohr. Its spin multiplicity is 1. The value obtained for the LUMO energy is -2.6 eV. Its total energy is -73378.671 eV.

Geometry as XYZ:
```
100
Properties=species:S:1:pos:R:3:lowdin_charge:R:1
Na 1.06 0.48 0.52 0.350
C -0.75 -1.62 1.02 -0.156
C -1.58 -0.77 1.99 -0.084
C -1.77 0.73 1.77 -0.299
C -3.20 1.13 1.71 -0.049
C -3.66 2.37 1.51 -0.042
C -2.83 3.60 1.40 -0.196
C -0.80 2.92 1.54 -0.258
N -0.75 1.48 1.67 0.096
N 0.70 -1.66 1.25 -0.192
C 1.08 -1.89 2.64 -0.118
C 1.37 -0.62 3.43 -0.267
C 1.05 -0.57 4.78 -0.019
C 1.38 0.56 5.51 -0.044
C 2.02 1.60 4.87 -0.048
C 2.30 1.46 3.52 -0.124
N 1.99 0.38 2.81 0.094
C 1.35 -2.60 0.33 -0.116
C 1.66 -2.07 -1.06 -0.266
C 1.63 -2.96 -2.13 -0.028
C 2.06 -2.53 -3.37 -0.043
C 2.49 -1.23 -3.51 -0.051
C 2.45 -0.40 -2.40 -0.126
N 2.06 -0.81 -1.20 0.089
H -0.92 -1.29 -0.01 0.105
H -1.15 -2.64 1.09 0.130
H -1.20 -0.88 3.01 0.114
H -2.57 -1.23 2.01 0.112
H -3.91 0.33 1.79 0.109
H -4.74 2.50 1.44 0.124
H -3.45 4.49 1.29 0.155
H 0.23 3.29 1.56 0.140
H 1.99 -2.49 2.67 0.133
H 0.32 -2.47 3.18 0.130
H 0.55 -1.41 5.25 0.120
H 1.14 0.62 6.57 0.115
H 2.31 2.50 5.39 0.110
H 2.81 2.26 2.99 0.113
H 0.76 -3.52 0.22 0.129
H 2.30 -2.89 0.76 0.135
H 1.28 -3.97 -1.98 0.114
H 2.05 -3.21 -4.22 0.117
H 2.84 -0.84 -4.46 0.111
H 2.76 0.64 -2.48 0.099
C -1.81 -4.53 -2.36 -0.071
C -2.02 -3.03 -2.16 -0.229
N -2.30 -2.34 -3.41 -0.092
C -3.64 -2.54 -3.95 -0.211
C -4.70 -1.68 -3.27 -0.064
C -1.61 -1.19 -3.70 -0.438
C -1.92 -0.55 -5.04 -0.005
N -0.73 -0.73 -2.89 0.124
H -1.53 -5.00 -1.41 0.073
H -1.02 -4.71 -3.09 0.075
H -2.71 -5.03 -2.71 0.066
H -1.11 -2.59 -1.75 0.062
H -2.82 -2.85 -1.43 0.116
H -3.89 -3.59 -3.84 0.111
H -3.64 -2.35 -5.02 0.108
H -4.74 -1.88 -2.19 0.068
H -5.69 -1.88 -3.68 0.081
H -4.49 -0.61 -3.40 0.058
H -1.88 -1.28 -5.84 0.090
H -1.20 0.23 -5.24 0.068
H -2.92 -0.11 -5.04 0.082
H -0.27 0.07 -3.31 0.021
F -6.99 4.92 -3.68 0.076
C -5.89 4.33 -3.18 -0.277
C -6.03 3.10 -2.56 -0.003
C -4.89 2.49 -2.05 -0.148
C -3.64 3.10 -2.15 -0.388
C -3.55 4.34 -2.80 -0.111
C -4.67 4.96 -3.31 0.005
Sb -2.01 2.05 -1.28 1.585
C -1.66 3.46 0.36 -0.414
C -1.19 4.81 -0.10 -0.080
C -0.86 5.86 0.66 0.006
C -0.91 5.91 2.11 -0.272
F -0.50 7.11 2.60 0.058
C -1.30 4.97 2.96 0.035
C -1.76 3.62 2.53 -0.169
C -0.42 2.77 -2.52 -0.408
C 0.83 3.01 -1.95 -0.134
C 1.94 3.31 -2.73 -0.010
C 1.78 3.35 -4.10 -0.278
F 2.85 3.62 -4.87 0.075
C 0.56 3.13 -4.70 0.008
C -0.54 2.84 -3.90 -0.130
H -7.00 2.64 -2.49 0.123
H -4.98 1.52 -1.57 0.085
H -2.59 4.83 -2.91 0.094
H -4.62 5.91 -3.82 0.125
H -1.12 4.96 -1.17 0.085
H -0.54 6.77 0.17 0.122
H -1.30 5.21 4.01 0.126
H -2.02 3.02 3.40 0.150
H 0.95 3.02 -0.87 0.095
H 2.91 3.52 -2.29 0.127
H 0.47 3.19 -5.78 0.126
H -1.50 2.67 -4.37 0.102
```

[2]
The following is a quantum chemistry calculation of a cluster of 6 separate species, C43H46F5S in total, from the Open Molecules 2025 dataset.

Its charge is +1. For the HOMO-LUMO gap, the calculation gives 7.3 eV. The HOMO energy comes out at -10.41 eV. The calculation puts the strongest force on any atom at 0.03705 Eh/bohr. Its spin multiplicity is 1. The value obtained for the LUMO energy is -3.1 eV. Its total energy is -69752.519 eV.

Geometry as XYZ:
```
95
Properties=species:S:1:pos:R:3:lowdin_charge:R:1
C -0.89 0.43 0.23 -0.074
C -2.11 1.38 0.37 -0.202
C -3.30 0.78 1.19 -0.220
C -4.68 1.06 0.58 -0.518
C -5.75 0.91 1.69 -0.082
S -5.08 0.02 -0.88 1.195
C -4.02 -1.44 -0.96 -0.304
C -2.92 -1.35 -2.00 -0.288
C -2.60 -0.22 -2.71 -0.095
C -1.57 -0.24 -3.63 -0.064
C -0.90 -1.40 -3.87 -0.039
C -1.23 -2.57 -3.20 -0.254
C -0.53 -3.89 -3.44 -0.023
C -2.24 -2.51 -2.27 -0.016
H -0.48 0.61 -0.77 0.060
H -0.10 0.68 0.93 0.073
H -1.23 -0.60 0.34 0.065
H -2.49 1.65 -0.62 0.084
H -1.78 2.29 0.88 0.109
H -3.13 -0.27 1.43 0.087
H -3.29 1.30 2.15 0.126
H -4.71 2.10 0.24 0.124
H -6.76 0.79 1.29 0.075
H -5.47 0.08 2.34 0.091
H -5.71 1.83 2.28 0.098
H -6.31 -0.48 -0.62 0.031
H -4.62 -2.33 -1.18 0.114
H -3.55 -1.66 0.01 0.098
H -3.14 0.71 -2.55 0.070
H -1.29 0.65 -4.19 0.104
H -0.08 -1.43 -4.58 0.132
H -0.91 -4.31 -4.38 0.093
H 0.55 -3.70 -3.48 0.086
H -0.68 -4.59 -2.61 0.080
H -2.49 -3.42 -1.71 0.133
F -0.17 -1.24 3.01 0.047
C -0.63 -0.91 4.23 -0.287
C -1.99 -0.82 4.43 -0.036
C -2.47 -0.48 5.69 -0.083
C -1.58 -0.23 6.73 -0.085
C -0.21 -0.32 6.50 -0.063
C 0.27 -0.66 5.25 -0.017
H -2.66 -1.01 3.61 0.094
H -3.54 -0.42 5.86 0.103
H -1.95 0.03 7.71 0.105
H 0.49 -0.12 7.31 0.113
H 1.33 -0.75 5.06 0.117
F 5.67 -0.99 -0.87 0.051
C 4.47 -0.65 -1.39 -0.271
C 3.34 -1.35 -0.99 -0.004
C 2.11 -0.99 -1.52 -0.082
C 2.03 0.04 -2.45 -0.101
C 3.17 0.73 -2.84 -0.072
C 4.40 0.38 -2.30 -0.007
H 3.43 -2.15 -0.28 0.102
H 1.22 -1.52 -1.21 0.098
H 1.06 0.32 -2.86 0.077
H 3.10 1.53 -3.56 0.108
H 5.31 0.90 -2.59 0.122
F 7.02 -5.85 4.12 0.061
C 6.66 -5.03 3.11 -0.289
C 5.31 -4.90 2.81 -0.020
C 4.94 -4.05 1.78 -0.085
C 5.91 -3.36 1.06 -0.091
C 7.25 -3.51 1.37 -0.072
C 7.63 -4.35 2.41 -0.014
H 4.58 -5.45 3.38 0.116
H 3.89 -3.93 1.53 0.094
H 5.61 -2.70 0.25 0.063
H 8.00 -2.98 0.81 0.108
H 8.67 -4.48 2.68 0.119
F -1.06 3.11 -4.72 0.049
C -2.25 3.40 -5.29 -0.280
C -3.36 2.67 -4.92 -0.022
C -4.59 2.97 -5.50 -0.079
C -4.68 3.99 -6.44 -0.088
C -3.55 4.71 -6.80 -0.069
C -2.33 4.42 -6.22 -0.009
H -3.26 1.88 -4.19 0.072
H -5.47 2.41 -5.21 0.103
H -5.64 4.22 -6.89 0.105
H -3.63 5.50 -7.53 0.111
H -1.44 4.98 -6.48 0.122
F 2.42 1.55 5.21 0.051
C 2.67 2.28 4.11 -0.284
C 3.98 2.54 3.76 -0.010
C 4.24 3.29 2.62 -0.075
C 3.19 3.77 1.85 -0.094
C 1.87 3.51 2.23 -0.091
C 1.61 2.76 3.36 -0.025
H 4.79 2.16 4.37 0.121
H 5.26 3.49 2.33 0.108
H 3.39 4.36 0.97 0.102
H 1.05 3.90 1.63 0.099
H 0.60 2.53 3.67 0.112
```

[3]
The following is a quantum chemistry calculation of a structure of composition C43H46FN3OSSiTeW, from the Open Molecules 2025 dataset.

Its charge is +1. For the HOMO-LUMO gap (alpha / beta), the calculation gives 7.2 / 4.8 eV. The HOMO energy (alpha / beta) comes out at -10.34 / -10.33 eV. The calculation puts the strongest force on any atom at 0.02939 Eh/bohr. Its spin multiplicity is 2. The value obtained for the LUMO energy (alpha / beta) is -3.1 / -5.6 eV. Its total energy is -82397.152 eV.

Geometry as XYZ:
```
98
Properties=species:S:1:pos:R:3:lowdin_charge:R:1
W -1.57 -1.17 -1.21 1.823
C -1.21 -3.03 2.17 -0.173
Si -2.44 -1.63 2.15 0.442
C -4.10 -2.33 2.61 -0.146
C -2.00 -0.23 3.31 -0.152
N -2.55 -0.87 0.53 -0.199
C -3.88 -0.50 0.17 -0.310
C -4.76 0.38 0.62 0.017
C -5.87 0.60 -0.37 -0.141
C -5.72 0.38 -2.59 -0.129
C -4.39 0.18 -3.20 0.077
C -3.60 -0.37 -2.26 -0.256
F -1.42 -2.00 -2.92 -0.363
H -0.84 -3.18 3.18 0.039
H -0.36 -2.88 1.50 -0.013
H -1.71 -3.94 1.86 0.035
H -3.97 -3.06 3.41 0.044
H -4.56 -2.85 1.76 0.031
H -4.81 -1.57 2.95 0.037
H -1.91 -0.60 4.34 0.045
H -2.80 0.51 3.30 0.031
H -1.06 0.27 3.07 -0.002
H -4.62 1.01 1.49 0.123
H -6.84 0.83 0.08 0.145
H -6.59 0.52 -3.23 0.145
H -4.05 0.65 -4.11 0.142
S -5.11 -3.93 -1.20 1.058
C -3.75 -4.98 -1.08 -0.397
C -2.58 -4.30 -1.03 -0.175
C -2.78 -2.89 -1.05 -0.327
C -4.10 -2.56 -1.17 -0.516
C -4.40 -1.10 -1.17 -0.308
C -5.82 -0.57 -1.37 -0.107
C -5.50 1.60 -1.56 -0.131
C -4.14 2.24 -1.45 -0.023
C -2.89 1.74 -1.49 -0.118
N -2.47 0.42 -1.78 -0.145
H -3.90 -6.04 -1.07 0.069
H -1.61 -4.78 -0.96 0.107
H -6.61 -1.32 -1.38 0.148
H -6.25 2.37 -1.70 0.134
H -4.16 3.30 -1.22 0.110
H -2.06 2.42 -1.30 0.089
C 3.56 2.37 6.05 -0.034
C 2.89 2.09 4.74 -0.240
C 2.60 3.12 3.84 0.005
C 1.99 2.88 2.62 -0.296
C 1.71 4.02 1.69 -0.067
C 1.65 1.55 2.31 -0.395
Te 0.74 1.23 0.44 1.800
N 0.11 -1.77 -0.51 -0.094
C 0.80 -1.35 -1.58 -0.633
O 0.29 -0.32 -2.16 -0.205
C 2.03 -1.93 -2.12 -0.163
C 2.65 -1.31 -3.21 -0.006
C 3.84 -1.83 -3.69 -0.058
C 4.40 -2.96 -3.10 -0.061
C 3.77 -3.58 -2.02 -0.063
C 2.59 -3.06 -1.53 -0.017
C 2.36 1.55 -0.83 -0.383
C 3.59 0.91 -0.63 -0.273
C 3.82 -0.13 0.43 -0.036
C 4.62 1.22 -1.50 0.001
C 4.47 2.14 -2.54 -0.238
C 5.60 2.46 -3.46 -0.031
C 3.22 2.72 -2.73 0.004
C 2.14 2.43 -1.90 -0.307
C 0.79 3.04 -2.19 -0.074
C 1.91 0.50 3.19 -0.311
C 1.54 -0.94 2.91 -0.075
C 2.53 0.79 4.39 0.002
H 3.62 3.44 6.25 0.080
H 4.58 1.97 6.05 0.091
H 3.03 1.90 6.87 0.088
H 2.86 4.14 4.11 0.124
H 1.99 4.97 2.14 0.088
H 0.65 4.09 1.43 0.073
H 2.28 3.93 0.76 0.075
H 2.20 -0.43 -3.65 0.124
H 4.33 -1.37 -4.53 0.109
H 5.32 -3.37 -3.49 0.110
H 4.21 -4.46 -1.57 0.109
H 2.08 -3.52 -0.69 0.117
H 2.92 -0.71 0.64 0.044
H 4.17 0.32 1.36 0.098
H 4.58 -0.84 0.09 0.094
H 5.58 0.73 -1.37 0.128
H 6.52 1.97 -3.15 0.081
H 5.78 3.53 -3.50 0.090
H 5.37 2.14 -4.48 0.090
H 3.07 3.41 -3.55 0.130
H 0.78 3.48 -3.18 0.093
H 0.54 3.82 -1.47 0.082
H 0.02 2.27 -2.17 0.033
H 1.00 -1.08 1.97 0.011
H 0.91 -1.33 3.71 0.087
H 2.43 -1.56 2.87 0.100
H 2.74 -0.02 5.08 0.134
```

[4]
The following is a quantum chemistry calculation of a structure of composition C43H46N2O3P2Se2Tl, from the Open Molecules 2025 dataset.

Its charge is -1. For the HOMO-LUMO gap, the calculation gives 5.4 eV. The HOMO energy comes out at -3.25 eV. The calculation puts the strongest force on any atom at 0.01014 Eh/bohr. Its energy relative to the best compared isomer or geometry (same formula, charge and spin) is 0.0 kcal per mole. Its spin multiplicity is 1. The value obtained for the LUMO energy is 2.2 eV. Its total energy is -208426.396 eV.

Geometry as XYZ:
```
99
Properties=species:S:1:pos:R:3:lowdin_charge:R:1
Tl -0.35 0.21 0.03 0.576
O 3.48 1.96 2.66 -0.130
C 2.28 1.24 2.95 -0.296
C 1.06 2.14 3.23 -0.570
C 1.54 3.27 4.14 -0.215
O 0.49 4.02 4.75 -0.077
C 0.41 2.76 1.97 -0.587
Se 1.46 2.78 0.28 0.414
C -0.01 1.30 3.97 -0.575
Se -0.49 -0.42 3.11 0.372
H 3.31 2.39 1.81 -0.024
H 2.48 0.63 3.84 0.124
H 2.04 0.55 2.14 0.044
H 2.19 3.94 3.56 0.120
H 2.13 2.87 4.97 0.126
H -0.12 4.28 4.06 0.064
H 0.15 3.80 2.15 0.036
H -0.52 2.24 1.76 -0.016
H -0.93 1.87 4.07 0.045
H 0.35 1.05 4.97 0.051
C -3.70 0.60 -3.30 -0.009
C -2.49 1.27 -2.71 -0.414
O -2.38 1.40 -1.51 -0.045
C -1.40 1.74 -3.61 -0.160
C -0.37 2.50 -3.04 -0.032
C 0.67 2.97 -3.84 -0.067
C 0.70 2.66 -5.19 -0.090
C -0.32 1.90 -5.76 -0.095
C -1.37 1.46 -4.97 -0.048
H -4.41 0.39 -2.51 0.085
H -3.41 -0.35 -3.78 0.087
H -4.17 1.23 -4.06 0.085
H -0.39 2.74 -1.98 0.053
H 1.44 3.58 -3.39 0.109
H 1.51 3.01 -5.81 0.101
H -0.30 1.66 -6.82 0.097
H -2.17 0.88 -5.42 0.103
C 3.69 0.57 -2.50 -0.504
P 2.32 -0.34 -1.63 0.945
C 3.04 -0.98 -0.09 -0.398
C 4.14 -0.38 0.53 -0.109
C 4.52 -0.77 1.80 -0.090
C 3.82 -1.75 2.48 -0.086
C 2.70 -2.33 1.90 -0.088
C 2.31 -1.94 0.62 -0.151
C 1.91 -1.83 -2.64 -0.361
C 1.01 -1.59 -3.69 -0.120
C 0.54 -2.62 -4.48 -0.098
C 0.93 -3.93 -4.22 -0.102
C 1.80 -4.19 -3.17 -0.087
C 2.28 -3.15 -2.38 -0.108
P 5.31 0.06 -3.29 1.039
C 6.04 -1.10 -2.07 -0.409
C 5.58 -2.39 -1.83 -0.107
C 6.15 -3.18 -0.85 -0.074
C 7.20 -2.68 -0.08 -0.090
C 7.67 -1.39 -0.31 -0.092
C 7.10 -0.61 -1.31 -0.123
C 4.85 -1.01 -4.71 -0.387
C 5.64 -2.09 -5.10 -0.104
C 5.38 -2.78 -6.27 -0.093
C 4.33 -2.40 -7.09 -0.103
C 3.55 -1.30 -6.73 -0.093
C 3.82 -0.62 -5.56 -0.113
H 3.95 1.33 -1.76 0.026
H 3.19 1.13 -3.29 0.006
H 4.67 0.42 0.04 0.097
H 5.36 -0.27 2.28 0.110
H 4.11 -2.04 3.49 0.103
H 2.10 -3.04 2.45 0.103
H 1.41 -2.36 0.19 0.083
H 0.68 -0.57 -3.87 0.091
H -0.16 -2.41 -5.28 0.100
H 0.56 -4.74 -4.83 0.096
H 2.10 -5.21 -2.95 0.101
H 2.94 -3.37 -1.55 0.091
H 4.75 -2.78 -2.42 0.082
H 5.78 -4.18 -0.67 0.104
H 7.63 -3.28 0.70 0.100
H 8.48 -1.00 0.29 0.100
H 7.47 0.39 -1.49 0.092
H 6.48 -2.39 -4.48 0.099
H 6.00 -3.63 -6.55 0.098
H 4.11 -2.95 -8.00 0.095
H 2.74 -0.98 -7.37 0.100
H 3.20 0.24 -5.30 0.088
N -1.68 -6.49 0.94 0.099
C -1.72 -5.16 0.57 -0.331
C -1.28 -4.74 -0.69 -0.028
C -1.30 -3.39 -0.99 -0.157
N -1.71 -2.45 -0.14 -0.010
C -2.12 -2.85 1.07 -0.179
C -2.14 -4.17 1.46 -0.017
H -1.64 -7.16 0.19 0.084
H -2.23 -6.77 1.73 0.086
H -0.92 -5.46 -1.41 0.101
H -0.96 -3.05 -1.96 0.095
H -2.40 -2.06 1.76 0.048
H -2.47 -4.43 2.46 0.110
```

[5]
The following is a quantum chemistry calculation of a structure of composition C43H47AgAs2BrClINPS4Sb, from the Open Molecules 2025 dataset.

Its charge is -2. For the HOMO-LUMO gap, the calculation gives 3.8 eV. The HOMO energy comes out at -0.61 eV. The calculation puts the strongest force on any atom at 0.00650 Eh/bohr. Its energy relative to the best compared isomer or geometry (same formula, charge and spin) is 54.7 kcal per mole. Its spin multiplicity is 1. The value obtained for the LUMO energy is 3.2 eV. Its total energy is -322354.526 eV.

Geometry as XYZ:
```
103
Properties=species:S:1:pos:R:3:lowdin_charge:R:1
Ag 0.25 -0.31 0.20 0.274
S -3.05 1.35 -5.32 -0.390
As -3.44 -0.29 -4.04 -0.112
S -1.47 0.16 -1.87 -0.231
S -2.17 0.01 0.13 -0.362
S -5.30 -0.19 -3.04 -0.363
C 3.22 2.52 4.72 -0.208
C 3.03 1.86 3.36 -0.462
Sb 1.05 1.94 2.42 1.303
C 0.15 0.36 3.61 -0.460
C 0.68 0.07 5.00 -0.198
C 0.31 3.66 3.50 -0.460
C -0.28 3.46 4.89 -0.190
H 4.25 2.44 5.07 0.058
H 2.58 2.07 5.48 0.040
H 2.97 3.59 4.68 0.053
H 3.30 0.80 3.41 0.029
H 3.71 2.31 2.63 0.023
H 0.23 -0.52 2.97 -0.002
H -0.92 0.59 3.62 0.043
H 1.76 -0.12 4.99 0.049
H 0.20 -0.81 5.43 0.062
H 0.51 0.90 5.69 0.040
H -0.45 4.09 2.84 -0.023
H 1.13 4.38 3.52 0.037
H -1.07 2.70 4.88 0.060
H -0.74 4.38 5.26 0.063
H 0.47 3.15 5.62 0.041
Br 0.10 5.37 -0.01 0.673
C -1.50 5.87 0.90 -0.733
C -1.61 7.21 1.26 -0.164
C -2.75 7.64 1.93 -0.119
C -3.76 6.73 2.22 -0.114
C -3.62 5.41 1.85 -0.168
C -2.48 4.93 1.18 -0.701
I -2.38 2.83 0.70 0.842
H -0.81 7.89 1.02 0.084
H -2.84 8.68 2.21 0.090
H -4.65 7.06 2.73 0.091
H -4.41 4.70 2.07 0.082
Cl 5.16 -3.47 1.11 0.694
C 4.52 -1.94 0.61 -0.646
C 5.34 -1.02 -0.01 -0.096
C 4.79 0.20 -0.38 -0.051
C 3.45 0.44 -0.11 -0.150
N 2.67 -0.46 0.48 -0.008
C 3.19 -1.64 0.83 -0.182
H 6.38 -1.25 -0.21 0.105
H 5.39 0.95 -0.88 0.106
H 2.98 1.38 -0.37 0.104
H 2.52 -2.36 1.28 0.108
C 1.33 -3.99 -1.15 -0.419
C 1.05 -5.07 -2.18 -0.423
As 2.07 -6.75 -1.97 1.279
C 1.84 -6.85 -0.03 -0.422
C 2.74 -6.36 0.91 -0.130
C 2.42 -6.35 2.26 -0.091
C 1.19 -6.84 2.69 -0.100
C 0.29 -7.34 1.77 -0.095
C 0.61 -7.35 0.42 -0.134
C 3.89 -6.05 -2.06 -0.422
C 4.20 -4.91 -2.78 -0.111
C 5.51 -4.47 -2.92 -0.087
C 6.54 -5.18 -2.32 -0.110
C 6.25 -6.33 -1.60 -0.106
C 4.94 -6.77 -1.48 -0.150
P 0.31 -2.43 -1.32 0.953
C -1.32 -3.24 -1.25 -0.403
C -1.55 -3.93 -0.05 -0.136
C -2.76 -4.58 0.17 -0.104
C -3.77 -4.52 -0.78 -0.099
C -3.56 -3.80 -1.95 -0.073
C -2.34 -3.18 -2.19 -0.117
C 0.89 -1.96 -2.99 -0.382
C 0.10 -1.65 -4.10 -0.117
C 0.68 -1.20 -5.28 -0.067
C 2.06 -1.03 -5.38 -0.103
C 2.85 -1.30 -4.27 -0.110
C 2.27 -1.75 -3.09 -0.141
H 2.39 -3.72 -1.13 0.044
H 1.11 -4.38 -0.15 0.047
H 1.22 -4.71 -3.20 0.061
H 0.00 -5.37 -2.13 0.059
H 3.68 -5.94 0.58 0.053
H 3.13 -5.94 2.97 0.097
H 0.94 -6.82 3.75 0.096
H -0.68 -7.70 2.09 0.099
H -0.11 -7.73 -0.30 0.095
H 3.41 -4.33 -3.25 0.083
H 5.72 -3.58 -3.49 0.100
H 7.57 -4.84 -2.42 0.094
H 7.05 -6.90 -1.13 0.096
H 4.73 -7.67 -0.91 0.099
H -0.80 -3.94 0.73 0.092
H -2.92 -5.09 1.11 0.090
H -4.72 -4.99 -0.60 0.092
H -4.35 -3.68 -2.67 0.096
H -2.24 -2.58 -3.08 0.000
H -0.98 -1.68 -4.04 0.005
H 0.03 -0.94 -6.11 0.104
H 2.50 -0.67 -6.29 0.091
H 3.92 -1.14 -4.31 0.089
H 2.91 -1.92 -2.23 0.079
```

- Which of these has the lowest strongest force on any atom?
  C43H47AgAs2BrClINPS4Sb